Below is an isolated ion of composition C30H37N4O5S2 and charge +1 in a non-equilibrium geometry, with properties calculated with ωB97M-V with the def2-TZVPD basis set.

Each line ends with the natural charge from an NBO analysis.
Geometry (Å):
C: -2.138 -0.685 0.497  -0.223
C: 1.374 -3.383 -2.716  -0.240
H: 2.041 -0.237 -5.134  0.229
H: 2.411 -3.050 -2.775  0.216
C: 0.604 -3.075 -4.006  -0.234
N: 0.695 -1.658 -4.427  -0.441
O: -3.353 1.299 2.487  -0.925
H: -0.721 -1.978 -5.962  0.215
N: -1.711 0.438 4.287  -0.735
H: 0.979 3.226 2.705  0.204
H: 1.476 3.769 6.847  0.224
C: 1.019 -1.485 -1.210  0.297
H: -2.097 3.039 4.608  0.229
H: 2.705 3.578 2.341  0.177
C: -1.187 2.689 5.073  -0.246
C: -2.488 -1.057 6.082  -0.617
H: 2.083 -2.986 -6.501  0.214
H: -0.822 -1.759 3.415  0.243
C: 0.822 3.089 6.322  -0.207
H: -3.436 0.775 5.448  0.202
H: 0.110 2.758 -5.278  0.198
H: -0.596 4.608 5.805  0.223
C: -0.891 -2.711 0.171  -0.153
O: 0.611 1.833 -3.570  -0.515
H: -3.383 -1.418 6.580  0.229
C: 0.942 1.916 -2.246  0.259
H: 1.386 -1.511 -7.178  0.220
H: -1.964 -1.907 5.651  0.203
H: -1.429 -0.185 -3.583  0.229
H: -0.065 -3.610 1.930  0.236
C: -0.342 3.561 5.738  -0.192
O: -0.940 1.692 2.231  -0.943
C: 1.110 0.697 -1.570  0.144
C: 1.473 0.679 -0.217  -0.253
H: -1.934 -1.665 -1.390  0.211
C: -0.646 -2.790 1.537  -0.175
C: -0.164 -3.570 -0.810  0.694
H: 2.789 -1.686 -4.460  0.214
H: -0.445 -3.322 -3.839  0.231
H: -1.844 -0.586 6.820  0.218
S: 1.569 -0.955 0.361  0.489
H: 0.962 4.034 -1.958  0.230
C: 1.978 -1.327 -5.096  -0.217
H: 0.697 -1.062 -3.486  0.483
H: -0.448 3.604 -3.815  0.188
H: 1.357 -4.467 -2.567  0.272
C: -1.691 -1.688 -0.339  -0.137
H: 1.274 3.668 -4.286  0.187
C: 1.440 3.036 -0.148  -0.267
N: 0.878 -0.543 -2.092  -0.549
H: -2.728 0.139 0.131  0.246
H: 2.056 1.378 6.685  0.223
C: 1.651 1.844 0.532  0.316
H: 0.979 -3.716 -4.805  0.229
C: 0.313 0.871 5.557  -0.230
C: -2.878 -0.057 5.003  -0.214
H: 0.563 -0.176 5.475  0.220
H: -2.034 -1.836 -3.822  0.208
C: -1.771 -0.699 1.831  -0.211
H: -3.516 -0.528 4.252  0.217
C: -0.860 1.343 4.986  0.214
H: -2.496 -0.561 -4.933  0.244
H: 1.527 3.974 0.375  0.235
C: -1.680 -0.939 -4.324  -0.633
S: -2.008 0.856 2.707  2.307
H: 2.270 2.448 3.648  0.210
O: -0.332 -4.735 -1.046  -0.543
H: 3.111 -1.618 -6.877  0.245
C: 1.104 3.069 -1.501  -0.261
N: 0.760 -2.808 -1.529  -0.513
C: 1.990 2.816 2.663  -0.259
H: -0.205 -0.295 -5.725  0.222
C: 0.377 3.044 -4.262  -0.253
C: -1.071 -1.762 2.366  -0.217
C: 1.148 1.746 6.231  -0.213
C: -0.480 -1.219 -5.214  -0.212
O: 2.024 1.687 1.813  -0.485
C: 2.134 -1.901 -6.495  -0.633

Properties
lowest unoccupied orbital energy	-2.5	eV
DFT total energy	-2556.765121	a.u.
frontier orbital gap	7.95	eV
energy relative to the best compared isomer or geometry (same formula, charge and spin)	0.080	eV
total charge	+1